No. 1
Density functional theory data (ωB97M-V/def2-TZVPD) for a structure of composition C53H54AsN7RhSSe.

```
118
Properties=species:S:1:pos:R:3
C 1.1953 -0.3174 1.9433
H 1.7541 -4.0414 0.9528
C -1.5345 -2.7416 -3.4630
H 2.5399 2.0470 -1.5712
C -1.0950 -4.5220 -1.7122
H 0.4749 -5.8891 0.9948
C -0.6097 0.9947 -4.4487
H 0.9567 -1.8945 3.3453
C 3.3242 -4.8999 -1.2962
H 1.7716 -2.3365 0.5240
H -2.1154 3.0902 -4.0459
C -4.4796 5.4628 0.7547
H -1.4203 -4.8318 -5.2425
Se 0.9011 -1.0187 -2.0787
C -0.8785 1.2548 5.0158
C -3.4787 1.7297 -1.2777
C 1.6687 2.5636 -4.2948
H -3.1490 3.1257 2.8092
H 0.4199 2.0089 6.5464
H -1.8108 4.4447 -1.0557
H 2.4931 -5.0925 -1.9835
C -1.2088 -6.7061 -0.0583
C -0.5756 2.2050 2.8401
C -2.8491 2.8030 -3.3054
C -1.6944 -1.7989 0.9262
C -2.4729 1.9724 -2.2264
N -2.5256 -2.8096 1.2649
N -0.7866 -3.3265 -2.3453
H 3.9593 -3.3549 0.0655
C -4.3286 4.6460 1.8650
H -1.4303 -2.2629 -5.5070
H 2.5253 -6.2607 0.2162
N -0.6968 -1.5479 1.7325
C -0.8031 -2.8076 -4.7968
N 1.8388 1.0641 0.0878
H -5.3134 6.1512 0.6992
H 3.3131 6.3810 1.7338
C -2.1233 -6.5608 -1.1114
C -4.7643 2.2326 -1.4187
C 1.4065 1.8602 -5.4588
C 1.5213 -0.9737 3.2424
H 0.4900 -5.1895 -3.6428
C -2.0831 -5.4703 -1.9567
H 1.5592 -4.2811 -4.7160
C 0.5694 3.7847 1.0108
C -0.1754 -4.6746 -0.6796
C -0.2208 -5.7712 0.1757
H -4.3610 3.9308 -4.2905
H -2.7896 -5.3656 -2.7691
H 4.2179 -5.8221 0.4540
C -3.2626 3.7574 1.9372
H -1.7685 -1.7118 -3.1949
H 3.2097 -2.7462 -1.3974
C 4.0884 2.0121 1.4121
H 2.4827 4.9563 3.5569
H 0.1272 -2.2391 -4.7237
C 0.6713 -4.9186 -4.6843
C -4.1347 3.2991 -3.4392
H 0.9090 -5.8407 -5.2157
H 0.9418 3.0816 -2.3375
H -3.2634 1.1611 -0.3933
H 0.0143 0.5577 -6.4431
C 2.0796 4.8382 2.5584
H 2.5395 3.2071 -4.2328
C -5.1198 3.0124 -2.5046
C 0.7940 2.4756 -3.2188
H 4.5541 2.9486 -0.4730
H -5.0388 4.6985 2.6806
S -2.0567 -0.9613 -0.5476
H 4.9452 2.4073 1.9424
H -1.3937 0.5751 5.6822
C 0.2486 1.0923 -5.5300
H -0.3244 -4.1270 -6.4018
N -1.1424 1.5409 -2.0998
C 0.8201 2.9340 4.6575
C -2.5007 4.5131 -0.2231
H -2.8777 -7.3215 -1.2632
C 3.1444 -3.5321 -0.6437
N 0.6571 -3.5625 -0.7250
C -0.5204 -4.2127 -5.3310
H 0.6047 4.5264 -1.0080
C 3.4613 -6.0480 -0.3018
C 3.8715 2.3224 0.0842
H -1.5092 0.3938 -4.5254
C 2.7335 1.8293 -0.5325
H -3.4059 -2.9047 0.7917
C 0.4615 3.0144 3.3158
H 2.0730 1.9318 -6.3083
H -2.4206 -3.2290 2.1733
C -2.3532 3.6956 0.8913
C 2.1042 0.6776 1.3520
C -0.3364 1.6643 -3.2510
C 0.2404 -2.7481 -1.7099
H -6.1249 3.3988 -2.6119
H 2.5887 -1.1827 3.3091
N 0.1489 -0.5849 1.2522
H 4.2189 -4.8580 -1.9203
C 3.2043 1.1543 2.0465
C 1.0239 4.5996 -0.0129
H 3.3587 0.8608 3.0749
C 2.5449 5.6456 1.5310
As -0.8528 2.4720 0.9515
H 2.3735 6.1805 -0.5410
C 2.0170 5.5338 0.2506
C -1.2371 1.3190 3.6753
C 0.1456 2.0608 5.5002
H -5.4928 2.0144 -0.6453
C 1.0812 3.9019 2.3071
H -2.4727 -3.2932 -3.5189
H -1.2803 -7.5729 0.5852
H 1.6139 3.5548 5.0542
C -3.5651 5.3956 -0.2891
C 1.8367 -3.3442 0.1201
H -2.0185 0.6748 3.2906
H -3.6881 6.0216 -1.1636
H 1.2482 -0.3168 4.0741
Rh -0.3204 0.4614 -0.4885
H 3.7619 -6.9682 -0.8031
```

Net charge: +1
Energy in Eh: -7581.1975
Lowest unoccupied orbital energy in eV: -2.97
Gap between HOMO and LUMO in Ha: 0.2098
HOMO level in eV: -8.68

Mulliken population analysis, charges in e, atoms 1 to 5: 0.552 0.834 -0.446 0.186 0.809



No. 2
Density functional theory data (ωB97M-V/def2-TZVPD) for a cluster of 9 separate species, C53H54BN10O17 in total in a non-equilibrium geometry.

```
135
Properties=species:S:1:pos:R:3
H -6.9281 3.8567 0.9525
O -4.7388 -2.7037 -1.3784
C 6.0826 0.5089 1.2677
H -5.8231 5.9607 0.3069
C -13.9670 3.7469 -2.1132
H -10.3198 4.9154 -1.4911
H 8.3395 -3.0153 -4.5309
H -16.1899 5.7119 -4.5999
C 2.1582 -1.7982 -3.6497
H -1.9462 -1.8789 -0.7375
N -5.4256 -2.9467 -0.4032
H 1.7524 -5.1750 4.3564
H -12.5272 5.3101 -2.3622
C -6.5608 -2.0627 -0.1358
H -2.1482 -6.7704 5.1569
C 1.6455 -6.6426 5.9271
O 6.9486 7.9259 0.8065
H -1.8627 -1.4115 1.0441
C -15.2185 3.2601 -2.4755
C 9.0252 -0.9774 -4.7552
N 0.5663 -2.3803 1.7126
C 9.8311 6.1924 3.1651
C 8.8022 0.4691 1.7964
O 6.7437 6.1350 -0.3759
H 8.5411 7.8214 2.6508
H 5.8422 -2.6327 -4.4928
C -15.5611 5.1676 -3.9061
H 11.0097 4.4189 3.4498
O 1.7138 -0.3312 -1.4069
H -2.8360 -2.7544 2.4938
H -8.1464 0.6282 -1.4400
C -2.4484 -3.5752 0.6004
N -2.9717 -3.6528 2.0081
C 6.5384 0.1195 2.5223
H -0.6686 -5.2660 3.8636
C -7.4451 6.6164 -0.9407
C 0.8069 -7.4959 6.6418
C 9.6454 4.2089 1.8043
N 7.2418 6.7750 0.5324
O 7.9524 0.5306 -6.1201
O 3.8243 -0.1313 -0.9831
C 11.0258 -1.6673 -2.9714
H 0.7179 -0.2184 1.3323
H 0.3038 -3.4862 -0.3038
O 10.9993 0.8351 1.1935
H 10.2905 6.7225 3.9915
H -3.3658 -3.5952 -0.0952
C 10.0795 -2.6135 -3.3505
O 1.6476 -3.7357 3.2230
C 9.9744 -0.0280 -4.3888
C 3.7862 -2.8739 -5.0647
C 8.6555 4.8185 1.0432
O 7.1191 -1.4506 -5.9531
C -8.7321 -0.4150 0.3453
C 9.0731 -2.2711 -4.2454
C 8.8443 6.8104 2.4071
N 2.8811 -0.5374 -1.6586
C -6.8072 5.7269 -0.0822
H 8.2441 -0.2098 3.7725
C -8.4496 -1.4606 1.2176
H 10.1244 -3.6175 -2.9448
C -14.3037 5.6424 -3.5462
H 2.7076 -6.5954 6.1341
C -1.0867 -6.7377 5.3750
C 10.9757 -0.3781 -3.4912
H 5.3261 -1.2563 -2.5208
H 0.4112 -0.7455 3.0539
C 2.6143 -3.9755 1.0099
H -15.5739 2.3225 -2.0613
C 8.2662 6.1194 1.3472
H 2.1457 -4.6107 0.1932
O 10.5965 0.1099 3.1906
O -14.5427 7.4884 -4.8970
C -16.0155 3.9699 -3.3678
C -7.3603 -2.2908 0.9792
C -7.4329 4.5407 0.2809
C 1.1089 -5.8398 4.9261
H 11.8055 -1.9355 -2.2664
C 0.9837 -1.0056 2.0949
C -0.2539 -5.8903 4.6496
C 4.8129 -2.3973 -4.2566
H 8.2041 4.2740 0.2226
O 2.5675 -8.2797 7.9012
C -1.6238 -2.2332 0.2998
C -8.7067 6.3206 -1.4469
C 2.4612 -2.5720 -4.7648
C 7.9016 0.0958 2.7914
H 11.7162 0.3553 -3.1936
H 1.1230 -1.5718 -3.4227
H -1.2160 -8.2033 6.9308
H 5.8297 -0.1636 3.2920
C -6.8310 -1.0126 -1.0075
N 10.2385 0.4696 2.0829
H -1.8717 -4.5224 0.3737
H 9.0425 1.1410 -0.2487
N -9.3695 3.0179 0.1733
N -13.8095 6.8908 -4.1293
H -9.1991 7.0161 -2.1169
C 4.5182 -1.6218 -3.1432
H -9.5851 0.2243 0.5292
H 3.3329 -3.2036 0.5746
C -8.6977 4.2557 -0.2236
O -8.7951 2.2868 0.9581
H 0.4585 -1.5580 -0.3710
C 6.9859 0.8708 0.2745
H -9.0810 -1.6307 2.0821
H 9.9447 0.9788 -4.7870
H 6.6241 1.1703 -0.7026
H 2.0839 -0.9284 2.3521
H -7.1509 -3.1041 1.6635
H -6.9570 7.5452 -1.2161
H 4.0192 -3.4842 -5.9311
H 9.9612 3.1982 1.5725
H 1.6640 -2.9433 -5.3985
C 10.2333 4.8960 2.8610
O -10.4705 2.7884 -0.3024
H 5.0174 0.5311 1.0621
H -3.9852 -3.8189 2.0098
C -9.3380 5.1356 -1.0912
C 8.3506 0.8533 0.5343
C 3.1914 -1.3324 -2.8444
C 1.5692 -3.3616 2.0197
O -12.6909 7.2601 -3.8168
H 3.2755 -4.6881 1.6086
H -6.2076 -0.8275 -1.8738
O -5.2381 -3.8783 0.3658
H -16.9908 3.5872 -3.6461
N 1.3704 -8.3607 7.6789
H -13.3504 3.1920 -1.4152
C -0.5585 -7.5456 6.3752
C -7.9231 -0.1894 -0.7634
C -13.5043 4.9421 -2.6490
O 0.6132 -9.1196 8.2634
B 0.0258 -2.4817 0.2771
N 7.9534 -0.6051 -5.6803
```

Net charge: -1
Energy in Eh: -3902.7700
Lowest unoccupied orbital energy in eV: 0.14
Gap between HOMO and LUMO in Ha: 0.1540
HOMO level in eV: -4.05

Mulliken population analysis, charges in e, atoms 1 to 5: 0.451 -0.617 -0.635 0.381 -0.262



No. 3
Density functional theory data (ωB97M-V/def2-TZVPD) for a structure of composition C53H54ClIN3O3P2SSc.

```
119
Properties=species:S:1:pos:R:3
P -0.9514 2.6470 2.8207
C -3.5940 3.1953 1.9494
H 0.7543 -0.3284 -2.8772
H -1.9370 -2.4593 1.2524
H 2.4737 -3.5557 -5.8702
C -4.8682 3.7369 2.0774
C -2.9271 4.2255 4.0028
H 1.3603 6.9344 3.7751
C 2.0925 5.9940 1.9879
C 0.4721 2.3232 5.2476
H 3.6108 -4.4224 -4.8561
H 3.3736 3.8557 -2.5575
H -0.7082 -1.6310 3.2993
H 0.2576 -2.9211 -5.1674
H 2.4011 -6.3230 -2.1808
N -0.1165 -1.6194 0.4174
H 0.8789 -2.0702 -3.7501
H 2.1037 -7.0349 0.3895
H -1.1469 -0.2572 3.9170
H 1.8388 -6.2393 -4.4671
C 2.5783 0.6688 -3.3870
C -0.3904 1.0622 7.1137
H -2.0863 5.5633 -3.6567
C 1.6138 -4.1144 -3.9753
H 3.6964 -5.5149 -3.0216
C 0.8328 -4.4997 -1.5438
C 1.7467 0.7390 2.4196
H -0.5558 3.7353 -3.1042
H 2.0225 1.6934 2.8585
H -4.0698 -2.0641 -4.0521
C 1.0898 -5.4472 -4.5239
C 1.0477 3.9162 1.4064
C -3.4807 5.0999 -2.0944
C -2.8883 3.2439 -0.6995
H 4.2920 1.9054 -3.7713
H 0.0094 -4.9499 -2.0863
C 1.2749 6.0856 3.1084
H 0.1856 -5.7953 -4.0178
C 0.6228 1.8078 6.5327
C 2.8892 -5.0349 0.3087
C 1.9802 4.9072 1.1344
C -0.7022 2.0981 4.5406
C -1.7272 1.3459 5.1331
C -2.5831 -0.5817 -1.4007
C -4.1773 4.8097 4.1113
C 1.3238 0.5902 -2.7955
C 0.2281 3.9916 2.5280
C 1.9318 -3.5069 1.9245
H 2.6232 4.8249 0.2664
C 0.3509 5.0902 3.3803
H 4.5076 -4.4729 -0.9696
C -2.3142 4.9126 -2.8218
C -3.4147 -1.4056 -3.4952
C 2.9863 -5.3993 -2.2018
Sc -0.1212 0.4376 1.3148
C 3.3197 1.8403 -3.2989
C -1.7310 0.2956 -2.0625
H 0.4531 -6.5437 2.1561
C -1.7163 3.0333 -1.4338
H 3.5095 -3.0004 0.5744
C -3.4225 -1.4312 -2.1100
H 2.8210 6.7688 1.7858
C 0.7084 -2.1733 -0.4720
O -0.9518 -0.7194 3.0803
C -3.7724 4.2594 -1.0331
H 0.9787 3.0710 0.7338
H -0.2699 0.6707 8.1158
H 2.1138 -0.0656 3.0548
H -2.6728 1.2084 4.6151
C 1.0467 -4.4893 2.3251
S -3.3351 2.0765 0.5849
I 2.9442 0.6319 0.6153
C 0.8015 1.6864 -2.1085
H -4.1684 5.8931 -2.3579
Cl -0.1752 -4.1010 3.5140
H 2.9682 -0.1850 -3.9302
C -5.1524 4.5604 3.1512
H -4.6948 4.3881 -0.4796
H -5.6400 3.4676 1.3652
O 2.6286 -2.9927 -2.0579
C -1.5700 0.8286 6.4121
H 1.9046 -2.5327 2.3881
C -2.6080 3.4155 2.9096
C 2.8372 -3.7828 0.9095
H -1.1201 1.0302 -3.9957
N 0.2434 -3.3633 -0.8090
P -0.7278 1.5169 -1.1395
C -2.5816 -0.5190 -4.1697
H -2.6466 -0.5847 -0.3204
H -4.4044 5.4345 4.9660
C -1.4408 3.8824 -2.5009
H 3.2198 -2.7203 -4.5236
C 2.0343 -4.2342 -2.4748
C -1.0784 -2.5795 0.6086
H 0.8318 -5.3220 -5.5776
C 1.1188 -5.7688 1.7986
C 3.7699 -5.2748 -0.8962
C 1.5542 2.8574 -2.0196
H 3.5117 -2.9463 -2.4397
C 2.0535 -6.0343 0.8079
H 1.5378 1.9959 7.0800
H -0.2707 5.1782 4.2619
C 2.8072 -3.6835 -4.8387
H 1.2768 2.8970 4.8034
H 4.3370 -6.2006 -0.7784
H 1.6180 -1.7486 -0.8559
H -6.1411 4.9896 3.2541
H -0.3948 -3.2953 -3.5795
H -2.3724 0.2633 6.8694
H -2.5912 -0.4806 -5.2516
N -0.9062 -3.6400 -0.1235
C 2.8034 2.9362 -2.6175
H -4.0921 -2.0968 -1.5808
H -2.2080 4.3712 4.7993
H 1.1247 -5.2064 -0.7725
C 0.5253 -3.0396 -4.1147
C -1.7514 0.3312 -3.4599
H 1.1628 3.7190 -1.4923
O -4.6477 1.4649 0.2627
```

Net charge: +2
Energy in Eh: -5041.1455
Lowest unoccupied orbital energy in eV: -5.25
Gap between HOMO and LUMO in Ha: 0.2925
HOMO level in eV: -13.21

Mulliken population analysis, charges in e, atoms 1 to 5: 1.654 0.148 -0.517 0.506 0.509



No. 4
Density functional theory data (ωB97M-V/def2-TZVPD) for a structure of composition C53H55BrLaN7O3P2S5Te in a non-equilibrium geometry.

```
128
Properties=species:S:1:pos:R:3
H -8.9141 8.4070 18.6809
N -13.2937 10.5338 11.3763
C -11.8103 16.3081 18.7133
H -15.7710 13.7473 15.6506
C -8.7678 6.8457 12.4680
H -14.4721 9.6071 20.0559
C -15.4885 7.3405 13.8711
S -19.5212 10.5247 13.6256
H -17.4648 6.7773 14.3143
H -13.4963 9.6841 10.9250
H -8.0077 6.3025 11.9275
C -14.8599 10.5039 19.4642
C -8.9091 11.2856 16.8012
H -17.7160 11.0633 15.2542
C -13.6814 14.3317 15.8341
H -10.3157 6.0893 11.2421
P -13.0559 12.6849 16.4712
H -16.2884 15.9459 14.6759
C -14.9995 14.5438 15.4886
C -11.0339 7.4848 12.7833
S -17.1336 13.0998 13.0312
H -6.8083 14.1269 13.1106
C -10.0798 6.7654 12.0727
H -14.4603 12.2738 11.7364
C -14.6083 7.4523 12.7640
H -10.5134 9.9604 17.3895
O -14.9082 10.5800 14.5737
H -9.3017 15.3759 20.7669
N -11.1017 18.1233 20.1158
Te -11.0602 13.3380 19.2383
H -18.1182 9.2777 15.1565
H -18.2554 6.5882 12.1728
H -16.6189 11.5144 10.5693
N -14.9572 7.4035 15.1265
C -9.4117 8.4672 14.1139
H -17.0613 9.5137 11.9720
H -12.6175 18.2969 18.6793
C -16.8005 7.0048 13.5701
C -12.9772 16.4359 14.9820
H -13.2548 13.7110 13.6415
H -15.4360 9.0332 17.3413
H -14.4941 10.2018 15.3669
H -15.7966 10.1441 9.9863
C -14.2807 16.7618 14.6853
H -12.4266 10.9040 11.0396
H -6.4953 16.2182 14.1380
C -9.1258 14.9052 16.0548
H -9.6254 17.7372 21.4548
C -7.2111 9.7194 18.3450
C -15.8268 10.8280 10.8233
C -16.8010 6.3132 18.6843
H -16.4325 8.1963 19.4541
C -18.7096 13.2080 13.7394
Br -10.2932 11.5158 12.0237
C -7.5655 11.6146 16.9219
H -15.3845 13.9462 17.9611
H -12.5008 15.9749 17.9559
C -11.4851 12.8920 17.1369
C -7.4959 14.3448 13.9635
H -7.4737 7.9078 13.9221
C -15.8863 11.2456 20.0230
O -12.8261 9.2475 15.7503
La -12.2844 10.7364 13.9691
H -14.6393 17.7108 14.2792
C -10.0563 15.9716 20.3229
H -13.2776 10.1667 17.8059
H -9.7799 15.1396 16.8687
C -15.2594 15.7881 14.9034
C -19.6710 12.2612 14.0178
H -15.3585 11.3807 14.8286
S -19.1428 14.8679 14.2794
H -12.0641 13.3900 12.6971
C -10.8804 15.4156 19.3154
C -8.4426 7.7385 13.5321
C -8.2012 15.8748 15.6714
O -12.9516 13.0323 12.9562
H -16.9639 13.0761 19.6079
H -7.0942 12.3548 16.4313
C -16.3754 6.9939 11.1550
P -10.2810 12.2733 16.0329
C -15.7556 7.9834 17.3763
H -16.3673 5.1785 15.5259
C -16.1000 12.4649 19.3213
H -16.7111 6.9043 10.1368
C -12.6579 15.2103 15.5294
C -14.0749 10.8175 18.3466
N -13.2750 7.8743 13.0518
C -9.2369 13.6625 15.4116
N -16.3709 10.2835 12.1631
C -17.2020 6.8590 12.2423
C -16.8523 5.4338 17.5380
C -20.5589 14.5260 15.1977
H -5.6872 11.0723 17.8734
C -11.8579 17.6347 19.1307
H -14.0370 7.9006 15.1826
C -9.3963 10.1070 17.4818
C -15.2520 12.9072 18.3194
H -14.2472 11.9711 10.0595
N -10.7136 8.3618 13.7647
C -15.0799 7.2959 11.4232
H -12.2145 17.1827 14.9145
C -16.3021 5.8863 16.3566
H -16.8912 11.0471 12.6667
H -17.3485 4.4427 17.6523
H -8.3956 12.4649 13.7979
C -15.7032 7.1317 16.3153
H -9.0897 9.1625 14.8584
H -19.1707 10.3079 16.0253
C -14.2099 12.1245 17.7723
S -21.4315 15.4413 16.1802
H -16.4100 10.9871 20.9092
C -8.3807 13.3809 14.3098
C -18.4751 10.2897 15.1184
H -11.6282 15.0892 15.8320
H -6.4792 9.0228 18.8458
C -7.3494 15.6093 14.5737
H -15.7216 9.7922 12.9102
C -8.5696 9.3511 18.2514
H -14.3479 7.3370 10.6295
C -16.3159 7.5723 18.5999
S -21.1083 12.8372 14.9039
H -8.0791 16.8257 16.2523
H -17.2197 5.9318 19.5918
C -14.3814 11.4614 11.0167
C -10.1932 17.2844 20.6686
H -12.5279 8.7326 16.5257
C -6.7254 10.8722 17.7065
N -12.4155 7.1454 12.5049
```

Net charge: 0
Energy in Eh: -8208.9307
Lowest unoccupied orbital energy in eV: -1.66
Gap between HOMO and LUMO in Ha: 0.1999
HOMO level in eV: -7.10

Mulliken population analysis, charges in e, atoms 1 to 5: 0.397 -0.433 0.068 0.457 -0.573



Question: Which formula does entry 2 have?
Answer: C53H54BN10O17